1.
The following is a DFT calculation (ωB97M-V/def2-TZVPD) of a structure of composition C26H43As3AuN4PS3 in a non-equilibrium geometry.

Cartesian coordinates (Å):
1 Au 0.0538 0.1253 -0.6645
2 C 0.5045 -0.8646 3.3403
3 As -0.2486 0.1825 1.8769
4 C 0.0822 1.9651 2.5607
5 C -2.1997 0.1362 2.1073
6 C -3.0334 -1.1119 1.7450
7 C -2.3540 -2.3649 2.3014
8 C -3.2528 -1.2554 0.2349
9 As -1.7278 -1.6114 -0.9485
10 C -2.6609 -1.5447 -2.6452
11 C -1.3930 -3.5254 -0.8346
12 C -4.4067 -0.8914 2.3991
13 As -5.9524 -2.1861 2.3723
14 C -5.5156 -3.2035 3.9900
15 C -5.5647 -3.6185 1.0693
16 H -0.0024 -0.5579 4.2549
17 H 1.5638 -0.6217 3.4128
18 H 0.3969 -1.9357 3.1982
19 H -0.6284 2.1934 3.3543
20 H 0.0008 2.7099 1.7719
21 H 1.0926 2.0171 2.9625
22 H -2.5668 1.0076 1.5546
23 H -2.3430 0.3545 3.1687
24 H -1.3745 -2.5009 1.8312
25 H -2.9535 -3.2534 2.1067
26 H -2.2145 -2.2763 3.3799
27 H -3.7201 -0.3502 -0.1663
28 H -3.9460 -2.0806 0.0575
29 H -3.4721 -2.2721 -2.6323
30 H -1.9679 -1.7941 -3.4464
31 H -3.0674 -0.5513 -2.8297
32 H -2.3339 -4.0315 -0.6235
33 H -0.6583 -3.7756 -0.0735
34 H -1.0146 -3.8475 -1.8037
35 H -4.8337 0.0343 2.0034
36 H -4.2718 -0.7300 3.4724
37 H -5.4432 -2.5329 4.8447
38 H -4.5839 -3.7610 3.8857
39 H -6.3241 -3.9073 4.1803
40 H -5.7254 -3.2795 0.0469
41 H -6.3003 -4.3945 1.2788
42 H -4.5708 -4.0556 1.1741
43 C -2.2869 4.4985 -3.9656
44 C -1.4259 3.3204 -4.2105
45 N -1.0030 2.9051 -5.3495
46 N -0.2934 1.7814 -5.0834
47 C -0.2655 1.4544 -3.7887
48 S 0.4961 0.0737 -3.1763
49 N -0.9931 2.4556 -3.2046
50 N -1.2043 2.6148 -1.8474
51 H -2.3902 5.0508 -4.8955
52 H -1.8596 5.1525 -3.2047
53 H -3.2813 4.1892 -3.6365
54 H 0.1766 1.2905 -5.8282
55 H -0.5662 3.3197 -1.4868
56 H -2.1597 2.9177 -1.6927
57 S 3.3137 1.1575 -3.2058
58 P 3.5466 1.2492 -1.2254
59 S 1.8228 1.9010 -0.3322
60 C 4.8148 2.4239 -0.7153
61 C 5.2113 2.4251 0.6226
62 C 6.1839 3.3153 1.0380
63 C 6.7582 4.1920 0.1238
64 C 6.3643 4.1811 -1.2061
65 C 5.3834 3.2984 -1.6333
66 C 4.1209 -0.3511 -0.5712
67 C 5.4061 -0.7376 -0.9481
68 C 5.9160 -1.9454 -0.5036
69 C 5.1490 -2.7708 0.3073
70 C 3.8710 -2.3865 0.6814
71 C 3.3575 -1.1728 0.2456
72 H 4.7602 1.7268 1.3182
73 H 6.5019 3.3300 2.0719
74 H 7.5139 4.8916 0.4548
75 H 6.8170 4.8644 -1.9116
76 H 5.0626 3.2789 -2.6675
77 H 5.9964 -0.0899 -1.5851
78 H 6.9170 -2.2432 -0.7851
79 H 5.5531 -3.7118 0.6558
80 H 3.2756 -3.0275 1.3198
81 H 2.3704 -0.8617 0.5528

Forces on the atoms, in the same order (eV/Å):
1.1 0.2 -0.3
0.4 -0.3 -0.5
-0.8 0.6 -0.2
0.3 0.2 -0.2
0.0 -0.1 -0.2
0.2 -0.2 0.2
-0.1 0.2 -0.1
0.2 0.2 0.0
-0.8 0.1 0.1
0.2 0.2 -0.2
0.5 0.2 0.0
-0.1 -0.1 -0.1
-0.3 0.1 0.1
0.2 -0.1 -0.1
0.2 0.1 0.1
-0.1 0.1 -0.1
0.0 0.0 0.0
0.0 0.0 0.0
-0.1 -0.2 0.0
-0.1 0.0 0.0
0.0 0.0 -0.1
0.0 0.0 0.0
0.1 0.0 0.0
0.0 -0.1 0.1
0.1 0.0 0.0
0.0 -0.1 0.0
0.0 0.0 0.0
0.1 0.0 -0.1
0.0 0.0 0.1
0.0 0.0 0.0
0.0 0.0 0.1
-0.1 0.1 0.0
0.0 0.0 0.0
0.0 0.0 0.0
0.0 0.0 0.0
0.0 0.0 0.0
0.0 0.0 0.0
0.0 0.0 0.1
0.0 0.0 0.0
0.0 0.0 0.0
0.0 0.0 0.0
-0.1 -0.1 -0.1
0.0 0.0 0.1
0.1 -0.1 0.2
0.0 0.2 -0.4
0.2 -0.3 0.3
-0.5 0.4 0.1
-0.8 -0.3 1.4
0.2 -0.1 -0.4
0.0 -0.2 0.4
0.0 0.0 0.0
0.0 0.0 0.0
0.0 0.0 0.0
0.0 0.0 0.0
0.1 0.0 0.0
0.0 0.0 0.0
0.8 0.3 0.9
0.9 -0.7 -2.5
-1.5 -0.5 0.9
-0.4 0.0 0.3
0.0 0.1 -0.1
0.0 0.0 0.1
0.0 0.0 0.0
0.0 0.0 0.0
-0.1 0.0 0.0
-0.3 0.4 0.2
-0.1 0.0 0.0
0.0 0.0 0.0
0.0 -0.1 0.1
-0.1 0.0 0.0
0.2 0.0 -0.1
0.1 0.0 0.1
0.0 0.0 0.0
0.0 0.0 0.0
0.0 0.0 0.0
0.0 0.0 0.0
0.0 0.0 0.0
0.0 0.0 0.0
0.0 0.0 0.0
0.0 0.0 0.0
-0.1 0.0 0.1

Values from the calculation:
**LUMO energy (spin up / spin down)**: -7.88 / -7.88 eV
**HOMO (spin up / spin down)**: -12.27 / -12.27 eV
**Kohn-Sham gap (spin up / spin down)**: 4.39 / 4.38 eV
**Net charge**: +2
**E_tot**: -261609.1156 eV
**Energy above the lowest of the compared OMol25 structures with the same formula, charge and spin**: 116.48 kJ/mol


2.
The following is a DFT calculation (ωB97M-V/def2-TZVPD) of a structure of composition C13H30N2O7Sr in a non-equilibrium geometry.

Cartesian coordinates (Å):
1 Sr -0.4295 -0.7544 -0.9647
2 C -2.2207 0.5090 -2.9272
3 O -0.9687 0.6898 -3.0425
4 O -2.6931 0.0842 -1.8361
5 O -2.9479 0.8328 -3.8649
6 C -3.4809 3.4804 3.8868
7 O -3.3620 2.4513 2.8648
8 C -2.3586 2.9502 1.9064
9 C -2.2406 1.8900 0.7881
10 N -0.9748 1.1479 1.0117
11 C -1.0055 0.1561 2.1540
12 C -2.0540 -0.9881 1.9822
13 O -1.7978 -1.6907 0.7486
14 C -2.7904 -2.5730 0.4010
15 H -2.5922 4.0137 4.2244
16 H -3.8425 2.9257 4.7527
17 H -4.3069 4.1823 3.7723
18 H -1.4279 3.1728 2.4281
19 H -2.7864 3.8727 1.5137
20 H -2.1338 2.3026 -0.2152
21 H -3.0684 1.2436 0.4968
22 H -0.3413 1.9019 1.2360
23 H -1.2327 0.5990 3.1237
24 H -0.0112 -0.2534 2.3322
25 H -3.0874 -0.6503 2.0606
26 H -1.7466 -1.6874 2.7598
27 H -3.0433 -3.1852 1.2667
28 H -2.5408 -3.1764 -0.4717
29 H -3.7035 -2.0637 0.0928
30 C 4.5145 1.1265 -3.8678
31 O 3.0987 0.7719 -4.1219
32 C 2.8910 -0.6285 -3.8170
33 C 2.9308 -0.9833 -2.2349
34 N 1.9877 -0.1523 -1.4104
35 C 2.5893 -0.1852 -0.0548
36 C 2.3645 -1.5177 0.6484
37 O 1.0187 -1.9586 0.4963
38 C 0.9488 -3.2591 1.1241
39 H 5.1165 0.3930 -4.4042
40 H 4.9097 1.0302 -2.8565
41 H 4.6499 2.1740 -4.1367
42 H 3.5574 -1.3016 -4.3562
43 H 1.9018 -0.9619 -4.1307
44 H 3.9246 -0.6143 -1.9813
45 H 2.8289 -2.0462 -2.0160
46 H 2.1176 0.7945 -1.7371
47 H 2.0663 0.5157 0.5958
48 H 3.6047 0.1892 0.0756
49 H 2.6185 -1.5169 1.7084
50 H 3.0511 -2.2751 0.2702
51 H 0.4799 -3.8994 0.3770
52 H 0.2069 -3.2251 1.9219
53 H 1.8116 -3.8527 1.4267

Forces on the atoms, in the same order (eV/Å):
-2.4 2.4 -2.8
-1.2 1.7 -2.4
4.1 -0.8 1.3
-0.2 -2.2 4.0
-1.5 0.1 -1.3
-1.4 -1.7 1.1
1.7 2.3 0.4
-3.0 -1.2 -0.6
1.3 0.5 -0.4
-0.2 -1.6 0.5
-0.9 0.6 -0.5
2.0 0.3 -0.4
0.6 1.1 0.9
-2.0 -0.7 -0.2
0.4 -0.2 -0.6
0.2 -0.1 0.3
0.2 0.3 -1.0
0.2 -0.2 -0.1
0.3 0.2 -0.2
0.3 0.7 0.1
-0.3 -0.2 1.1
0.6 -0.4 0.1
-0.4 0.4 0.1
0.1 -0.2 -0.6
0.1 0.0 -0.1
-0.7 -0.1 0.5
0.0 -0.5 -0.1
0.5 -0.1 0.2
-0.1 0.3 0.0
-1.1 -0.6 -0.5
1.5 -1.2 1.6
-1.3 -0.3 1.5
0.5 2.0 -2.0
2.4 -0.9 0.3
-1.6 0.5 1.5
1.2 -0.1 -0.4
2.3 -1.4 1.4
-2.5 -0.8 -0.8
0.2 0.5 -0.6
-0.8 0.0 0.6
0.0 -0.3 -0.4
0.6 0.2 0.1
-0.2 0.8 -0.4
0.4 -0.7 0.4
-0.1 0.1 -0.3
-0.4 0.4 -0.4
-0.6 0.4 -0.2
0.5 -0.5 -0.6
-0.1 0.7 0.2
-0.1 -0.2 -0.5
-0.1 -0.2 -0.1
0.3 0.2 0.3
0.7 1.1 0.0

Values from the calculation:
**LUMO energy**: -0.40 eV
**HOMO**: -4.98 eV
**Kohn-Sham gap**: 4.57 eV
**Net charge**: 0
**E_tot**: -32112.7243 eV
**Energy above the lowest of the compared OMol25 structures with the same formula, charge and spin**: 263.99 kJ/mol


3.
The following is a DFT calculation (ωB97M-V/def2-TZVPD) of the molecule CH4N3P in a non-equilibrium geometry.

Cartesian coordinates (Å):
1 C -1.6787 -0.1375 -0.0756
2 N -2.7281 -0.1930 -0.5370
3 N 0.8501 -1.3787 0.0338
4 N 0.4759 1.3674 -0.1727
5 P -0.1625 0.1856 0.8095
6 H 0.4281 -2.2030 0.4429
7 H 1.7819 -1.2912 0.4247
8 H 0.7824 2.2372 0.2285
9 H 0.2511 1.4132 -1.1539

Forces on the atoms, in the same order (eV/Å):
0.1 -0.1 0.0
-0.3 -0.1 -0.2
-2.0 2.6 0.8
-0.1 0.1 -0.1
2.2 -2.2 -0.9
0.0 -0.3 0.1
0.1 0.0 0.2
-0.1 -0.1 0.1
0.1 0.0 0.0

Values from the calculation:
**LUMO energy**: 0.67 eV
**HOMO**: -9.43 eV
**Kohn-Sham gap**: 10.11 eV
**Net charge**: 0
**E_tot**: -14860.5121 eV
**Energy above the lowest of the compared OMol25 structures with the same formula, charge and spin**: 22.60 kJ/mol


4.
The following is a DFT calculation (ωB97M-V/def2-TZVPD) of a structure of composition C3AgFO3 in a non-equilibrium geometry.

Cartesian coordinates (Å):
1 C 2.0606 -0.5235 -0.7088
2 C 0.8802 -0.3654 -0.5658
3 O -0.3923 -0.1815 -0.4299
4 F 3.3312 -0.6513 -0.8744
5 O -0.2416 1.4254 1.5602
6 C -1.0163 0.8253 0.8976
7 O -2.1924 0.4899 0.8264
8 Ag -2.4294 -1.0189 -0.7053

Forces on the atoms, in the same order (eV/Å):
2.3 -0.3 -0.3
-3.7 0.2 0.5
4.1 0.3 -1.1
-1.2 0.1 0.2
0.2 -0.8 -1.8
-2.5 0.8 3.3
1.6 1.2 0.2
-1.0 -1.5 -1.0

Values from the calculation:
**2S+1**: 3
**LUMO energy (spin up / spin down)**: 0.11 / -4.76 eV
**HOMO (spin up / spin down)**: -6.16 / -10.01 eV
**Kohn-Sham gap (spin up / spin down)**: 6.27 / 5.26 eV
**Net charge**: 0
**E_tot**: -15962.3466 eV
**Energy above the lowest of the compared OMol25 structures with the same formula, charge and spin**: 96.78 kJ/mol